{"formula": "C35H54BaN6O10P2", "method": "ωB97M-V with the def2-TZVPD basis set", "elements": ["H", "H", "H", "C", "H", "H", "C", "H", "C", "H", "H", "H", "H", "H", "O", "O", "H", "H", "C", "C", "C", "C", "O", "H", "C", "H", "N", "C", "C", "H", "C", "H", "H", "H", "H", "C", "C", "C", "O", "H", "H", "C", "H", "H", "C", "O", "N", "H", "H", "H", "N", "N", "H", "P", "H", "C", "H", "C", "C", "H", "H", "C", "Ba", "C", "C", "H", "H", "H", "O", "H", "C", "H", "H", "N", "H", "H", "C", "C", "H", "O", "O", "H", "H", "O", "C", "H", "P", "H", "H", "H", "C", "C", "N", "C", "C", "C", "C", "H", "H", "C", "H", "H", "H", "H", "H", "C", "O", "C"], "xyz": [[-4.574, -3.233, 0.750], [-2.982, -4.782, -2.180], [-4.665, 2.118, -4.746], [1.260, -3.217, 2.343], [2.157, 2.960, -1.030], [2.914, -4.313, 5.018], [2.068, -1.012, -4.493], [-4.167, 3.170, -3.412], [4.183, 2.255, -0.978], [-0.481, -3.619, 3.572], [-5.042, 1.669, -3.076], [3.719, -5.115, 2.691], [-3.609, -3.136, -2.394], [0.981, 4.885, -1.705], [1.372, -3.152, 1.132], [-2.530, -0.285, -0.259], [0.276, -2.050, 3.836], [-0.223, -0.189, -2.962], [-0.623, 4.562, -3.929], [-0.821, 4.044, -2.526], [-2.207, 2.503, 4.780], [2.902, 2.549, -1.712], [2.350, 1.300, -2.272], [1.975, 0.077, -4.496], [4.009, -0.659, 4.059], [-2.243, 1.862, -4.275], [2.239, -3.693, 3.163], [-1.943, 1.678, 3.694], [-3.131, -0.072, -4.000], [2.164, 3.551, -3.468], [3.073, -0.533, 3.049], [-2.914, -2.460, 1.975], [2.576, -1.306, -5.414], [-3.850, -4.844, 0.932], [-4.764, -4.435, -0.516], [-0.089, 4.843, -1.482], [4.311, -1.037, -3.313], [-5.536, 0.301, 1.512], [-2.555, 1.511, -2.274], [4.600, 3.194, -0.607], [-2.206, -0.648, -3.899], [1.531, 0.524, 4.399], [2.848, -2.585, -3.292], [-3.441, -0.124, -5.046], [-0.011, 2.052, 5.617], [-0.921, -2.132, 2.230], [-2.880, -3.577, -0.476], [-3.893, -0.555, -3.380], [3.288, -0.908, 2.051], [4.319, -0.290, 6.162], [-5.458, -0.566, -1.948], [1.875, 0.034, 3.198], [0.754, 2.227, 6.366], [-1.165, 1.632, -1.602], [-0.548, -0.790, -1.302], [2.876, -1.497, -3.315], [-1.861, -3.410, -2.277], [2.116, -3.691, 4.611], [-2.991, 1.380, -3.640], [2.216, -2.691, 5.036], [2.091, 0.713, 6.468], [0.215, 1.216, 4.515], [-0.234, 0.257, 0.742], [-4.069, -4.043, 0.223], [-2.835, -3.731, -1.921], [-0.470, 5.866, -1.481], [-3.167, 3.000, 4.873], [1.076, -1.462, -4.506], [-0.893, -2.510, -0.438], [3.869, 3.081, -3.549], [-1.862, -2.966, 0.159], [4.028, 1.594, -0.128], [-2.748, 1.565, 2.968], [-6.283, 0.516, 2.358], [1.172, -4.123, 4.937], [-1.022, 5.575, -4.000], [3.524, -4.043, 2.598], [3.086, 3.465, -2.893], [-1.135, 3.946, -4.665], [-0.346, 2.643, -2.489], [-1.204, 2.133, -0.193], [0.435, 4.600, -4.193], [-1.890, 4.044, -2.298], [1.878, 0.256, 0.002], [-0.152, 0.069, -1.903], [4.833, -1.507, -4.148], [1.668, 0.166, -1.481], [4.976, -1.105, 3.866], [-1.398, 3.370, 6.586], [-0.236, 4.424, -0.489], [-4.615, 0.018, 0.437], [-1.954, -2.898, 1.686], [-3.328, 0.043, 0.694], [-5.072, -0.326, -0.891], [3.644, -0.199, 5.319], [-0.722, 1.004, 3.491], [-4.294, 2.132, -3.719], [3.383, 4.458, -2.552], [4.314, -3.499, 3.119], [2.404, 0.374, 5.491], [4.809, -1.328, -2.388], [4.384, 0.045, -3.424], [4.915, 1.804, -1.652], [3.530, -3.774, 1.545], [-1.928, -3.923, 2.079], [-1.224, 2.705, 5.748], [2.228, -1.146, -2.046], [-0.007, -2.770, 3.063]], "forces_ev_per_angstrom": [[0.0019, 0.0366, 0.0019], [-0.0141, 0.0275, -0.0228], [0.0017, 0.0106, 0.0132], [0.0743, -0.1719, -0.0054], [-0.0733, -0.0899, 0.0178], [-0.0275, 0.0161, 0.0077], [-0.0069, 0.1346, -0.2032], [0.0441, 0.0174, -0.0240], [0.2525, 0.0562, 0.0760], [0.0994, -0.0196, -0.0342], [0.0746, -0.0194, -0.0391], [-0.0098, 0.0031, 0.0128], [-0.1705, 0.1482, -0.0807], [-0.0608, -0.0082, -0.0100], [0.1053, 0.0896, 0.1084], [-1.3318, -0.2885, -0.1616], [-0.1012, 0.0648, -0.0391], [0.0060, 0.1793, 0.0175], [0.1089, 0.0771, -0.1317], [-0.0561, -0.3370, -0.0178], [0.1733, -0.0063, 0.0970], [-0.2839, -0.1996, 0.0109], [0.4042, 0.9533, -0.6695], [0.0266, -0.0470, 0.0086], [-0.0533, 0.0268, 0.0695], [0.0981, 0.0290, -0.0171], [-0.2138, 0.0485, -0.0528], [-0.0962, 0.0499, 0.0657], [-0.1399, -0.5455, -0.1656], [0.0278, -0.0289, 0.0810], [-0.0663, 0.0156, -0.1517], [0.0568, 0.0738, 0.0137], [-0.0236, 0.0050, 0.0136], [0.0457, -0.0003, 0.0032], [0.0067, -0.0009, 0.0075], [0.1639, 0.2462, 0.1457], [0.1584, 0.1250, -0.0302], [0.3470, -0.0751, -0.5923], [-0.2741, -0.0145, 0.7621], [-0.0049, -0.0379, -0.0155], [0.0127, 0.2244, -0.0039], [-0.0302, 0.0724, 0.0173], [0.0044, -0.0123, 0.0584], [-0.0218, -0.0996, 0.0040], [-0.1446, 0.0353, -0.0032], [-0.1674, 0.2161, -0.3980], [-0.0940, -0.0830, 0.0759], [0.2292, 0.1951, -0.2458], [-0.0067, 0.0178, -0.0138], [0.0058, -0.0159, -0.0229], [-0.1618, -0.1748, 0.1320], [0.1850, -0.0526, -0.1540], [-0.0016, 0.0093, -0.0159], [0.0903, 0.4228, -0.7994], [0.0338, 0.2537, -1.4346], [-0.2955, -0.1202, 0.3116], [-0.0118, 0.0125, 0.0267], [0.1214, -0.1168, -0.0238], [0.2922, 0.1121, -0.1185], [0.0122, 0.0781, -0.0065], [0.0577, -0.0093, -0.0010], [0.3670, -0.1914, 0.0119], [-2.0442, -2.5043, 8.4387], [-0.0332, -0.0105, -0.0776], [0.0756, -0.1550, 0.1522], [0.0205, -0.0178, 0.0054], [-0.0093, 0.0021, 0.0034], [-0.0259, -0.0060, 0.0370], [-0.0413, 0.0944, 0.0232], [-0.0042, 0.0055, -0.0012], [0.3318, 0.0863, -0.1066], [-0.0842, -0.0196, -0.0011], [0.0620, -0.0369, -0.0461], [-0.0613, -0.0097, 0.0387], [-0.0390, -0.0119, 0.0008], [0.0098, -0.0188, 0.0181], [0.0815, -0.0280, 0.0076], [0.0786, 0.0739, -0.1903], [-0.0595, -0.0697, -0.0018], [0.2756, 0.6373, -0.7394], [-0.9076, 1.2457, -2.0098], [-0.0289, -0.0017, 0.0359], [-0.0021, -0.1069, 0.0477], [2.7105, 0.1330, -2.4419], [0.2359, 0.5902, 0.0088], [0.0123, 0.0297, 0.0161], [-0.1131, -0.2624, 0.5578], [0.0088, -0.0087, 0.0113], [-0.0181, -0.0132, 0.0098], [-0.0132, -0.0292, -0.0178], [0.1197, -0.2000, -0.2030], [-0.1059, -0.2550, -0.1718], [0.3437, 0.0138, 0.0305], [-0.2154, 0.2082, 0.6194], [0.1448, -0.0493, 0.0185], [-0.3446, 0.1605, -0.2169], [-0.2919, 0.1199, -0.1367], [0.0034, -0.0214, 0.0067], [0.0499, 0.0150, -0.0155], [-0.1729, 0.0744, 0.0247], [-0.0175, -0.0354, 0.0096], [-0.0249, 0.0138, -0.0128], [-0.0155, 0.0155, -0.0074], [-0.0164, -0.0012, 0.0180], [-0.0582, 0.0118, -0.0456], [-0.0466, -0.0033, -0.0465], [0.4221, -1.0146, -0.6046], [0.0628, 0.0421, 0.4887]], "lowdin_charge": [0.09, 0.09, 0.09, -0.43, 0.13, 0.09, -0.04, 0.08, -0.03, 0.13, 0.07, 0.09, 0.08, 0.07, 0.07, -0.39, 0.12, 0.07, -0.03, -0.41, -0.12, -0.40, -0.17, 0.08, -0.09, 0.13, -0.14, -0.17, -0.04, 0.06, -0.16, 0.13, 0.09, 0.09, 0.09, -0.03, -0.04, -0.19, -0.17, 0.10, 0.07, -0.23, 0.15, 0.09, -0.08, -0.20, -0.12, 0.04, 0.10, 0.10, 0.17, 0.09, 0.09, 0.43, -0.01, -0.39, 0.08, -0.04, -0.42, 0.08, 0.10, -0.26, 2.09, -0.03, -0.02, 0.10, 0.09, 0.08, -0.03, 0.09, -0.43, 0.08, 0.05, 0.15, 0.09, 0.09, -0.05, -0.04, 0.08, -0.19, -0.49, 0.07, 0.14, -0.55, -0.30, 0.09, 0.40, 0.09, 0.09, 0.08, -0.29, -0.11, -0.01, -0.15, -0.09, -0.20, -0.03, 0.10, 0.08, -0.03, 0.09, 0.07, 0.09, 0.08, 0.14, -0.12, -0.14, -0.13], "homo_lumo_gap_ha": 0.223, "fmax_ha_per_bohr": 0.1757, "de_lowest_kcal_mol": 87.94, "homo_energy_ev": -5.90}